Entry 1:
Molecular formula: C7H14
Method: DFT, ωB97M-V/def2-TZVPD

Output
HOMO   -0.349 Eh
LUMO level   1.12 eV
Spin multiplicity   1
SMILES   CC[C@@]1(C)C[C@H]1C
Kohn-Sham gap   10.6232 eV
M   98.2 g mol⁻¹

Last column: Löwdin charge in e.
CARTESIAN COORDINATES (ANGSTROEM)
1 C -1.582 -0.041 -1.480  -0.10
2 C -0.074 0.170 -1.346  -0.20
3 C 0.513 -0.449 -0.087  -0.46
4 C 0.363 -1.974 -0.040  -0.04
5 C 1.716 0.182 0.553  -0.06
6 C 0.382 0.239 1.266  -0.27
7 C -0.227 1.669 1.406  -0.07
8 H -1.990 0.533 -2.317  0.07
9 H -1.833 -1.095 -1.648  0.07
10 H -2.098 0.277 -0.566  0.07
11 H 0.436 -0.243 -2.231  0.12
12 H 0.161 1.239 -1.343  0.11
13 H 0.791 -2.477 -0.919  0.08
14 H -0.702 -2.244 -0.013  0.08
15 H 0.824 -2.417 0.849  0.08
16 H 2.583 -0.415 0.844  0.11
17 H 1.705 1.263 0.567  0.08
18 H 0.261 -0.366 2.156  0.13
19 H -1.249 1.651 1.025  0.06
20 H 0.263 2.510 0.866  0.08
21 H -0.245 1.988 2.456  0.07


Entry 2:
Molecular formula: CH30O18
Method: DFT, ωB97M-V/def2-TZVPD

Output
HOMO   -0.141 Eh
LUMO level   5.11 eV
Spin multiplicity   1
Charge   -2
Kohn-Sham gap   8.9323 eV
M   330.2 g mol⁻¹

Last column: Löwdin charge in e.
CARTESIAN COORDINATES (ANGSTROEM)
1 C 0.018 0.290 0.093  -0.71
2 O -0.411 -0.965 0.043  -0.17
3 O 0.861 0.652 0.967  -0.08
4 O -0.276 0.993 -0.932  -0.11
5 O 1.405 -2.704 -0.341  -0.07
6 H 2.152 -2.356 -0.858  0.06
7 H 0.907 -1.891 -0.118  -0.02
8 O 2.021 -1.447 2.034  -0.07
9 H 1.489 -0.698 1.735  -0.02
10 H 1.992 -2.053 1.277  0.01
11 O -0.279 0.963 3.436  -0.07
12 H 0.024 1.026 2.521  0.01
13 H -1.069 1.551 3.447  0.07
14 O -2.607 -0.250 -1.324  -0.08
15 H -1.656 -0.205 -1.014  0.00
16 H -3.138 0.004 -0.562  0.04
17 O -0.293 3.377 -2.081  -0.10
18 H -1.009 3.528 -2.699  0.01
19 H -0.292 2.454 -1.691  0.00
20 O 3.328 0.818 -0.078  -0.07
21 H 2.965 0.882 -0.969  -0.02
22 H 2.506 0.713 0.415  -0.02
23 O 1.316 3.044 0.707  -0.07
24 H 1.742 3.335 -0.073  0.00
25 H 1.077 2.094 0.740  -0.05
26 O -1.066 1.066 -4.043  -0.05
27 H -1.992 1.142 -4.158  0.00
28 H -0.883 0.480 -3.322  -0.03
29 O 3.025 0.628 3.519  -0.08
30 H 2.635 0.667 4.416  0.03
31 H 2.726 -0.168 3.059  -0.03
32 O -1.959 2.671 0.421  -0.06
33 H -2.589 2.956 -0.250  0.03
34 H -1.351 2.170 -0.142  -0.02
35 O -2.481 -3.323 2.251  -0.11
36 H -2.218 -2.536 1.779  -0.04
37 H -2.466 -4.086 1.590  0.04
38 O -0.190 -1.260 -2.856  -0.04
39 H -0.200 -1.100 -1.914  -0.02
40 H -0.689 -2.072 -3.008  0.06
41 O -1.691 -3.166 -0.728  -0.06
42 H -1.282 -2.308 -0.718  -0.04
43 H -1.183 -3.764 -0.171  0.03
44 O -1.800 -0.832 2.186  -0.05
45 H -1.276 -0.787 1.402  -0.04
46 H -1.206 -0.528 2.859  0.00
47 O 1.934 0.631 -2.477  -0.05
48 H 2.193 -0.314 -2.555  0.06
49 H 1.241 0.679 -1.824  -0.02


Entry 3:
Molecular formula: C20H23F3N4O2RhS2
Method: DFT, ωB97M-V/def2-TZVPD

Output
HOMO   -0.423 Eh
LUMO level   -4.17 eV
Spin multiplicity   1
Charge   +1
Kohn-Sham gap   7.3575 eV
M   575.5 g mol⁻¹

Last column: Löwdin charge in e.
CARTESIAN COORDINATES (ANGSTROEM)
1 Rh -0.121 -0.119 -0.052  0.72
2 F -2.831 -2.836 4.877  0.16
3 C -2.304 -2.779 3.651  -0.61
4 F -3.181 -3.327 2.800  0.16
5 F -1.201 -3.541 3.641  0.15
6 C -1.981 -1.359 3.260  -0.09
7 C -2.292 -0.281 4.078  0.04
8 C -1.985 1.013 3.684  -0.02
9 C -1.361 1.207 2.466  -0.07
10 N -1.073 0.166 1.691  -0.15
11 C -1.364 -1.098 2.047  -0.61
12 S -0.857 -2.139 0.727  0.71
13 H -2.780 -0.464 5.026  0.14
14 H -2.224 1.860 4.310  0.12
15 H -1.086 2.183 2.090  0.13
16 C -2.784 -0.390 -4.461  -0.06
17 C -3.038 0.985 -3.866  -0.24
18 N -1.786 1.706 -3.603  -0.11
19 C -1.307 2.563 -4.699  -0.19
20 C -1.799 3.993 -4.547  -0.06
21 C -1.108 1.633 -2.463  -0.62
22 S -1.868 0.648 -1.209  0.81
23 N 0.000 2.357 -2.383  0.12
24 C 0.774 2.444 -1.309  -0.40
25 O 0.762 1.699 -0.285  -0.14
26 C 1.772 3.543 -1.307  -0.14
27 C 2.661 3.665 -0.241  -0.02
28 C 3.592 4.690 -0.228  -0.06
29 C 3.640 5.596 -1.278  -0.07
30 C 2.757 5.479 -2.343  -0.06
31 C 1.824 4.455 -2.360  -0.02
32 H -3.730 -0.884 -4.681  0.09
33 H -2.225 -1.011 -3.761  0.06
34 H -2.218 -0.313 -5.390  0.08
35 H -3.627 0.917 -2.954  0.08
36 H -3.611 1.607 -4.553  0.12
37 H -1.681 2.118 -5.621  0.12
38 H -0.222 2.523 -4.721  0.11
39 H -2.888 4.035 -4.520  0.08
40 H -1.461 4.595 -5.391  0.08
41 H -1.411 4.433 -3.629  0.07
42 H 2.615 2.955 0.573  0.11
43 H 4.281 4.783 0.601  0.11
44 H 4.368 6.397 -1.267  0.11
45 H 2.795 6.186 -3.160  0.11
46 H 1.132 4.352 -3.182  0.10
47 C 2.512 -1.494 -3.254  0.03
48 C 1.745 -1.502 -1.971  -0.51
49 N 2.047 -2.415 -1.050  0.20
50 O 0.843 -0.655 -1.808  -0.13
51 H 3.340 -2.198 -3.252  0.09
52 H 2.883 -0.486 -3.430  0.10
53 H 1.828 -1.744 -4.064  0.10
54 H 2.765 -3.098 -1.220  0.13
55 H 1.484 -2.508 -0.214  0.04


Entry 4:
Molecular formula: C12H15NO
Method: DFT, ωB97M-V/def2-TZVPD

Output
HOMO (spin up / spin down)   -0.282 / -0.282 Eh
LUMO level (spin up / spin down)   0.07 / 0.07 eV
Spin multiplicity   1
Kohn-Sham gap (spin up / spin down)   7.7470 / 7.7459 eV
M   189.3 g mol⁻¹

Last column: Löwdin charge in e.
CARTESIAN COORDINATES (ANGSTROEM)
1 C 2.840 1.905 -0.313  -0.06
2 C 3.741 0.921 0.046  -0.07
3 C 1.453 1.628 -0.419  0.00
4 C 3.259 -0.370 0.268  -0.01
5 C 0.979 0.314 -0.372  -0.22
6 C 1.983 -0.715 -0.035  -0.13
7 C 0.201 -2.250 -0.147  -0.11
8 C -0.483 -3.348 -0.346  0.07
9 C -1.822 1.818 -0.354  -0.04
10 C -2.699 -0.609 -0.581  -0.05
11 C -1.439 0.094 1.350  -0.09
12 C -1.473 0.325 -0.156  -0.64
13 N -0.262 -0.140 -0.743  0.13
14 O 1.416 -1.974 0.129  0.07
15 H 3.030 2.901 -0.432  0.07
16 H 4.708 1.098 0.257  0.07
17 H 0.628 2.271 -0.568  0.08
18 H 3.892 -1.035 0.654  0.08
19 H 0.128 -4.178 -0.117  0.07
20 H -1.481 -3.273 -0.592  0.03
21 H -1.402 2.085 -1.363  0.11
22 H -2.813 2.071 -0.147  0.06
23 H -1.299 2.310 0.342  0.02
24 H -3.611 -0.037 -0.060  0.11
25 H -2.701 -1.626 -0.047  0.08
26 H -2.720 -0.594 -1.698  0.09
27 H -2.315 0.627 1.915  0.12
28 H -1.284 -0.869 1.702  0.03
29 H -0.453 0.652 1.827  0.14


Entry 5:
Molecular formula: C3H7NO2
Method: DFT, ωB97M-V/def2-TZVPD

Output
HOMO   -0.307 Eh
LUMO level   0.89 eV
Spin multiplicity   1
Kohn-Sham gap   9.2504 eV
M   89.1 g mol⁻¹

Last column: Löwdin charge in e.
CARTESIAN COORDINATES (ANGSTROEM)
1 C 1.563 -0.785 -1.058  0.00
2 N -0.101 0.558 0.937  -0.27
3 C 0.327 -0.356 -1.298  -0.20
4 C -0.492 0.427 -0.374  -0.24
5 O -0.973 1.400 1.659  0.00
6 O 0.079 -0.635 1.662  -0.01
7 H -0.411 1.824 2.321  0.11
8 H -0.766 -1.121 1.636  0.11
9 H 2.050 -0.604 -0.113  0.05
10 H 2.131 -1.296 -1.821  0.05
11 H -0.141 -0.537 -2.260  0.10
12 H -1.851 0.056 -0.526  0.18
13 H -1.415 1.069 -0.764  0.13